Record 1
C43H48O5V | ωB97M-V/def2-TZVPD

Results
Lowest unoccupied orbital energy (alpha / beta), eV: 2.6 / 2.6
E_tot, Eh: -2987.49768
2S+1: 3
Frontier orbital gap (alpha / beta), eV: 5.165 / 4.262
Charge: -1
Relative energy (zero: lowest compared OMol25 entry of this formula, charge and spin), kcal/mol: 26.61

```
97
Properties=species:S:1:pos:R:3:forces:R:3
V -1.44094 0.48377 -1.36177 -0.3 -1.0 -1.0
C -0.54625 -2.99140 -3.86417 -0.1 0.2 0.1
C -1.34514 -1.74430 -3.54826 0.1 0.1 0.1
C -1.11254 -0.50029 -4.26521 0.1 -0.2 0.1
C -1.81249 0.63754 -3.99552 -0.2 -0.1 -0.2
C -1.67561 1.85222 -4.87378 0.0 0.1 0.0
C -2.74869 0.69066 -2.88784 -0.3 -0.1 -0.6
C -3.09458 -0.61054 -2.24280 -0.3 -0.1 -0.1
C -4.44268 -0.73641 -1.57393 0.1 0.0 -0.1
C -2.39364 -1.76403 -2.64620 0.1 0.1 -0.2
H -1.18729 -3.82158 -4.17929 0.0 0.0 0.0
H 0.02602 -3.34651 -2.99868 0.0 0.0 -0.1
H 0.16415 -2.80454 -4.67374 0.0 0.0 0.0
H -0.40281 -0.49220 -5.09465 0.0 0.0 0.0
H -1.71586 2.77230 -4.28025 0.0 -0.1 0.0
H -2.49627 1.89454 -5.59997 0.0 0.0 0.1
H -0.73299 1.83845 -5.43031 -0.1 0.0 0.0
H -3.52135 1.45190 -2.94769 0.0 0.1 0.1
H -4.85410 0.25378 -1.36422 0.0 0.0 0.0
H -4.37998 -1.27006 -0.62718 0.0 0.0 0.0
H -5.16415 -1.27034 -2.21070 0.0 0.1 0.0
H -2.70956 -2.72261 -2.23468 0.1 0.1 0.1
C 2.57652 -1.71643 3.32517 0.0 -0.1 0.0
C 2.44929 -1.23586 1.89721 0.0 0.1 -0.2
C 3.75083 -1.45956 1.13513 0.1 0.0 0.0
O 2.09386 0.12824 1.91746 0.0 0.1 -0.1
C 1.35111 0.34377 0.71985 0.0 0.0 0.1
C 0.49579 -0.95204 0.58147 0.0 0.2 0.3
O 1.39665 -1.89779 1.20177 -0.2 0.0 0.2
C -0.99564 -1.12194 1.03603 0.0 -0.1 0.2
O -1.75627 -0.10434 0.49606 0.4 -0.7 0.8
C -1.48383 -2.51319 0.51170 0.1 0.2 0.1
C -2.82643 -2.83243 0.70845 0.0 0.0 0.0
C -3.35112 -4.03721 0.27344 0.1 0.0 0.0
C -2.53435 -4.96549 -0.36966 0.0 0.1 0.0
C -1.19712 -4.66663 -0.56028 0.0 0.1 0.0
C -0.67500 -3.45119 -0.11761 0.0 -0.1 -0.1
C -1.19767 -1.18690 2.57593 -0.2 0.0 -0.2
C -0.75451 -2.25272 3.36063 0.0 0.0 0.0
C -1.06298 -2.31960 4.71294 0.0 0.0 0.0
C -1.84446 -1.33264 5.30435 0.0 0.1 -0.1
C -2.31921 -0.28661 4.52418 0.0 0.0 -0.1
C -1.99983 -0.22072 3.17142 -0.1 0.0 0.0
C 0.85006 1.80447 0.58390 0.1 0.2 0.0
O 0.01598 1.74627 -0.58118 0.1 0.3 0.6
C 0.22887 2.49029 1.81174 0.0 -0.1 -0.2
C -0.18751 3.81974 1.68647 0.0 0.1 0.0
C -0.70373 4.52007 2.76323 0.1 0.0 -0.1
C -0.79315 3.91579 4.01092 0.0 0.0 0.0
C -0.36151 2.61225 4.15393 0.1 -0.1 0.0
C 0.14302 1.90472 3.06291 0.0 -0.1 0.2
C 2.04823 2.69787 0.17431 0.0 -0.1 0.3
C 3.21412 2.76481 0.93646 0.0 0.0 0.1
C 4.25335 3.61052 0.56896 0.0 -0.1 0.1
C 4.14027 4.41776 -0.55332 -0.1 0.0 0.0
C 2.97732 4.36418 -1.30672 0.0 0.0 0.0
C 1.94246 3.50730 -0.94576 0.0 0.1 -0.3
H 3.47954 -1.29121 3.76963 -0.1 -0.1 0.0
H 2.64791 -2.80682 3.33557 0.0 0.1 0.0
H 1.71069 -1.41019 3.90701 0.0 0.0 0.0
H 4.56368 -0.90970 1.61856 -0.1 -0.1 -0.1
H 3.65825 -1.12169 0.10364 0.0 0.0 0.0
H 3.98728 -2.52691 1.13242 0.0 0.1 0.0
H 2.04467 0.25088 -0.12181 0.0 0.0 -0.1
H 0.47343 -1.17522 -0.48773 0.1 0.0 -0.1
H -3.45758 -2.10655 1.20711 0.0 0.0 0.0
H -4.40074 -4.25534 0.43103 0.0 0.0 0.0
H -2.93999 -5.90866 -0.71803 0.0 0.0 0.0
H -0.54979 -5.37725 -1.06231 0.0 0.0 0.0
H 0.37775 -3.24867 -0.27356 -0.1 -0.1 0.0
H -0.18131 -3.04978 2.90391 0.0 0.0 0.0
H -0.70043 -3.15157 5.30771 0.0 0.0 0.0
H -2.09322 -1.38791 6.35840 0.0 0.0 0.0
H -2.95236 0.47837 4.96346 0.1 0.0 0.0
H -2.37484 0.57164 2.53375 0.0 0.0 0.1
H -0.10691 4.31474 0.72872 0.0 0.0 0.0
H -1.02498 5.54562 2.62889 0.0 0.0 0.0
H -1.20502 4.45607 4.85453 0.0 0.0 0.0
H -0.42364 2.11879 5.11678 0.0 0.0 0.0
H 0.47714 0.88953 3.20433 0.0 0.1 0.0
H 3.30461 2.15422 1.82628 0.0 0.0 0.0
H 5.15550 3.64604 1.17082 -0.1 0.0 0.0
H 4.94763 5.08344 -0.83256 0.0 0.0 0.0
H 2.87170 4.98790 -2.18775 0.0 0.0 0.0
H 1.04464 3.45277 -1.55014 0.1 0.0 0.0
C 3.66209 -0.51301 -3.10381 0.0 0.0 0.0
C 2.58499 0.55791 -3.05952 -0.1 -0.2 -0.2
O 1.31709 0.04717 -2.67234 0.5 0.0 0.3
H 4.65521 -0.05831 -3.19516 -0.1 -0.1 0.0
H 3.51230 -1.19555 -3.94643 0.0 0.0 0.1
H 3.63266 -1.10175 -2.18595 0.0 0.0 0.0
H 2.51298 1.04975 -4.03622 0.0 0.1 0.0
H 2.84525 1.31862 -2.33289 0.0 0.1 0.2
H 0.94084 -0.47946 -3.38351 -0.2 0.0 -0.1
C -1.29796 2.37687 -0.72716 -0.2 0.8 -0.1
H -1.22243 3.29440 -1.32055 0.3 0.1 0.0
H -1.77333 2.58575 0.22427 0.1 -0.1 0.2
```
Forces are in eV/Å.

How is the electron density shared among the atoms? According to Löwdin, the charges in e are: V 0.7938; C -0.0785; C -0.2986; C -0.0935; C -0.3264; C -0.0631; C -0.2245; C -0.3858; C -0.0647; C -0.0563; H 0.0688; H 0.0539; H 0.0607; H 0.1053; H 0.0711; H 0.0745; H 0.0677; H 0.1006; H 0.0718; H 0.0450; H 0.0711; H 0.1141; C 0.0168; C -0.5836; C 0.0197; O -0.0345; C -0.1265; C -0.1213; O -0.0309; C -0.3980; O -0.2294; C -0.1242; C -0.0419; C -0.0865; C -0.1115; C -0.0971; C -0.0369; C -0.1233; C -0.0445; C -0.0955; C -0.1096; C -0.0924; C -0.0408; C -0.2571; O -0.2563; C -0.1061; C -0.0354; C -0.0802; C -0.1004; C -0.0800; C -0.0145; C -0.1308; C -0.0108; C -0.0861; C -0.1084; C -0.0811; C -0.0318; H 0.0890; H 0.0960; H 0.0754; H 0.0909; H 0.0667; H 0.0930; H 0.1376; H 0.1300; H 0.1210; H 0.0982; H 0.0915; H 0.0973; H 0.1071; H 0.1166; H 0.0945; H 0.0892; H 0.0986; H 0.1201; H 0.1122; H 0.0967; H 0.0935; H 0.1001; H 0.1074; H 0.1162; H 0.0962; H 0.0922; H 0.0987; H 0.1163; C -0.0786; C -0.2940; O -0.0872; H 0.0735; H 0.0713; H 0.0559; H 0.1143; H 0.0940; H 0.0460; C -0.1786; H 0.0516; H 0.0528

---

Record 2
C25H56N3O | ωB97M-V/def2-TZVPD

Results
Lowest unoccupied orbital energy, eV: -4.6
E_tot, Eh: -1225.12544
Frontier orbital gap, eV: 6.414
Charge: +1
Relative energy (zero: lowest compared OMol25 entry of this formula, charge and spin), kcal/mol: 123.67

```
85
Properties=species:S:1:pos:R:3:forces:R:3
C -3.57232 5.52825 -5.23162 0.4 1.5 0.9
O -3.42888 4.75288 -6.47346 -0.6 -0.8 2.6
C -3.71125 3.32162 -6.27734 -0.7 -1.3 -1.7
C -2.47549 2.32708 -6.78687 -0.5 -1.1 0.6
C -1.54418 1.78059 -5.51065 -0.6 0.6 -1.0
C -1.32550 3.06944 -4.52126 0.4 -0.2 -0.3
C 0.02698 3.01655 -3.59639 -1.3 0.3 0.7
C 0.40177 1.53515 -2.99716 1.6 0.6 -0.2
C 1.56594 1.80000 -1.82643 -0.2 1.2 0.0
C 0.95228 1.70438 -0.29116 0.0 0.0 -0.2
C 1.90271 0.73638 0.65529 0.1 0.5 -1.8
N 1.05211 -0.21408 1.46762 3.2 0.9 3.2
C -0.13219 0.34974 2.22019 -0.2 -1.0 2.5
C -0.70911 -1.09397 2.83723 0.1 0.5 -1.7
N 0.56678 -1.94960 2.98494 1.9 1.1 -0.6
C 1.73624 -1.05178 2.52959 -3.5 0.0 -1.7
N 3.01088 -1.04173 3.03995 -1.9 -1.1 -1.1
H -4.29141 5.06391 -4.43383 1.2 0.6 -1.7
H -3.96909 6.62923 -5.46553 0.8 -2.6 0.2
H -2.52929 5.70000 -4.68084 -2.1 -0.5 -1.3
H -4.62271 3.06489 -7.00436 1.9 0.6 1.6
H -4.07600 3.03452 -5.20008 0.9 0.8 -1.9
H -1.82301 2.79411 -7.63874 -1.3 -0.6 1.8
H -2.99814 1.36291 -7.25585 1.1 2.1 0.9
H -0.54664 1.32980 -5.94667 -1.9 1.0 1.0
H -2.13863 0.89230 -5.02413 1.2 1.8 -0.6
H -1.20949 4.01853 -5.23549 -0.5 -2.0 1.7
H -2.29188 3.17351 -3.84075 2.1 -0.1 -1.5
H -0.18848 3.71151 -2.64988 0.5 -1.4 -2.0
H 0.88441 3.53446 -4.20164 -1.3 -1.4 1.3
H 0.92105 0.90053 -3.85290 -1.3 1.2 1.8
H -0.50918 0.94183 -2.54670 1.7 1.3 -1.0
H 2.52034 1.13855 -1.99903 -2.0 1.0 0.5
H 1.92827 2.92779 -1.95288 -0.7 -2.5 0.1
H -0.15360 1.31258 -0.39998 2.3 0.5 0.4
H 0.86485 2.76784 0.23250 0.3 -2.2 -1.3
H 2.52094 0.05605 -0.10666 -1.1 1.5 2.0
H 2.59442 1.44503 1.27859 -1.2 -1.5 -1.0
H -0.90765 1.03928 1.67988 1.8 -1.8 0.7
H 0.30411 0.89908 3.17525 -1.1 -0.6 -2.1
H -1.36517 -1.59076 1.97421 1.1 1.1 2.3
H -1.21761 -0.93126 3.87857 0.9 -0.6 -2.2
H 0.51671 -2.85866 2.43416 0.3 1.7 1.0
H 3.60817 -0.20013 3.21059 -1.0 -0.9 -1.0
H 3.43677 -1.97521 3.28911 -0.9 1.5 0.2
C 2.44100 -2.75067 -1.38407 -0.3 0.0 0.1
C 3.00279 -3.62871 -2.49078 0.2 -0.1 0.0
C 4.30802 -3.08779 -3.08034 0.0 0.0 -0.1
C 4.19140 -1.71778 -3.75944 0.0 0.0 0.0
C 3.17391 -1.64477 -4.90018 0.1 0.1 0.0
C 3.51591 -2.56771 -6.05944 -0.2 0.0 -0.2
H 2.19423 -1.74924 -1.74836 0.0 0.0 0.0
H 1.52374 -3.19117 -0.98109 0.0 0.1 0.0
H 3.15952 -2.65229 -0.56471 0.0 0.0 0.0
H 2.25098 -3.76033 -3.27549 0.1 0.0 0.0
H 3.19363 -4.62864 -2.08106 0.0 0.1 -0.1
H 4.70231 -3.81900 -3.79436 0.0 0.1 0.1
H 5.05639 -3.01508 -2.28037 -0.1 0.0 -0.1
H 5.18157 -1.43643 -4.14437 -0.2 0.0 0.0
H 3.93694 -0.95835 -3.01118 0.0 0.0 0.0
H 3.14083 -0.61277 -5.27266 0.0 -0.1 0.1
H 2.16628 -1.86934 -4.53303 0.1 0.0 0.0
H 4.49734 -2.32229 -6.47619 -0.1 -0.1 0.0
H 2.77307 -2.46138 -6.85732 0.2 -0.1 0.1
H 3.52293 -3.61725 -5.75314 0.0 0.1 -0.1
C -0.06102 -1.08171 7.15699 0.0 0.0 -0.2
C -1.06839 -0.24764 7.93216 0.0 0.1 0.2
C -1.84479 -1.05983 8.97204 -0.1 0.0 0.0
C -2.70897 -2.18845 8.39659 0.1 -0.1 0.0
C -3.75392 -1.74517 7.37022 -0.1 -0.2 0.1
C -4.78701 -0.79164 7.95006 -0.2 0.1 -0.2
H -0.54843 -1.87882 6.58820 0.1 0.0 0.1
H 0.48250 -0.45257 6.44524 0.1 -0.1 0.0
H 0.66798 -1.53724 7.83400 -0.1 0.0 -0.1
H -1.75536 0.24345 7.23559 0.0 0.0 0.1
H -0.53156 0.55778 8.44915 -0.1 -0.1 -0.1
H -2.47279 -0.37766 9.55533 0.0 -0.1 0.0
H -1.13365 -1.49738 9.68487 -0.1 0.1 -0.1
H -3.21722 -2.69462 9.22920 0.1 0.1 -0.1
H -2.06377 -2.94642 7.93773 0.0 0.0 0.1
H -4.27275 -2.63609 6.99347 0.1 0.1 0.0
H -3.27017 -1.28359 6.50218 0.0 0.0 0.0
H -5.32043 -1.25609 8.78485 0.1 0.1 -0.1
H -5.52345 -0.52354 7.18488 0.0 0.0 0.2
H -4.32843 0.13507 8.30546 -0.1 -0.1 0.0
```
Forces are in eV/Å.

How is the electron density shared among the atoms? According to Löwdin, the charges in e are: C -0.1442; O -0.2432; C -0.2262; C -0.1700; C -0.2129; C -0.2234; C -0.2203; C -0.1967; C -0.1969; C -0.1744; C -0.1627; N -0.0763; C -0.1248; C -0.1232; N 0.0034; C -0.1444; N 0.2121; H 0.0950; H 0.1095; H 0.0878; H 0.1319; H 0.1182; H 0.1202; H 0.1135; H 0.1112; H 0.1103; H 0.1195; H 0.1169; H 0.1184; H 0.1232; H 0.1066; H 0.1154; H 0.0964; H 0.1158; H 0.1009; H 0.1281; H 0.1230; H 0.1339; H 0.1453; H 0.1413; H 0.1460; H 0.1273; H 0.1438; H 0.1569; H 0.1632; C -0.1287; C -0.2636; C -0.2218; C -0.2269; C -0.2801; C -0.1086; H 0.0498; H 0.0682; H 0.0661; H 0.1042; H 0.1094; H 0.1051; H 0.1096; H 0.1151; H 0.0838; H 0.1038; H 0.0955; H 0.0803; H 0.0752; H 0.0683; C -0.1248; C -0.2730; C -0.2237; C -0.2275; C -0.2776; C -0.1121; H 0.0589; H 0.0547; H 0.0787; H 0.0954; H 0.1081; H 0.1037; H 0.1127; H 0.1143; H 0.0989; H 0.1067; H 0.0875; H 0.0800; H 0.0722; H 0.0667

---

Which of these has the lowest E_tot?
C43H48O5V

---

Which of these has the lowest relative energy (zero: lowest compared OMol25 entry of this formula, charge and spin)?
C43H48O5V

---

Which formula does entry 1 have?
C43H48O5V

---

What is the formula in the first record?
C43H48O5V